<i>
Density functional theory data (ωB97M-V with the def2-TZVPD basis set) for a gas-phase ion, C4H11N2 (charge +1).

Geometry (Å):
C: -1.40 0.40 0.09
C: 1.49 -0.93 0.69
C: 0.37 1.75 -0.71
C: 0.73 -0.70 -0.54
N: -2.05 -0.73 0.51
N: -0.21 0.43 -0.47
H: -1.91 1.34 0.10
H: 2.35 -0.40 0.85
H: 0.76 -0.70 1.59
H: 1.60 -2.06 0.88
H: -0.47 2.41 -0.51
H: 0.65 1.80 -1.82
H: 1.24 1.81 -0.06
H: 0.08 -1.61 -0.80
H: 1.32 -0.37 -1.36
H: -2.96 -0.83 0.86
H: -1.59 -1.61 0.71

Values from the calculation:
SMILES: CC/[N+](C)=C\N
HOMO-LUMO gap (eV): 11.4
Highest occupied orbital energy (eV): -14.96
Net charge: +1



<ii>
Density functional theory data (ωB97M-V with the def2-TZVPD basis set) for a gas-phase ion, C4H11N2 (charge +1).

Geometry (Å):
C: 1.49 -1.41 0.78
C: 1.66 -0.14 -0.07
C: 0.60 0.92 0.32
N: -0.76 0.36 0.14
C: -1.69 0.88 -0.61
N: -2.84 0.32 -0.91
H: 1.40 -2.33 0.21
H: 0.88 -1.38 1.68
H: 2.48 -1.61 1.21
H: 1.57 -0.31 -1.14
H: 2.60 0.35 0.21
H: 0.67 1.83 -0.26
H: 0.74 1.13 1.38
H: -0.75 -0.65 0.24
H: -1.43 1.80 -1.12
H: -3.56 0.86 -1.38
H: -3.07 -0.63 -0.68

Values from the calculation:
SMILES: CCCNC=[NH2+]
HOMO-LUMO gap (eV): 11.5
Highest occupied orbital energy (eV): -15.08
Net charge: +1



<iii>
Density functional theory data (ωB97M-V with the def2-TZVPD basis set) for a gas-phase ion, C4H11N2 (charge +1).

Geometry (Å):
C: -1.53 -0.74 -1.28
C: -0.02 -0.54 -1.05
C: 0.34 0.39 0.06
C: 1.56 0.82 0.36
N: 1.91 1.35 1.66
N: -2.23 -0.87 0.00
H: -1.96 0.11 -1.82
H: -1.63 -1.55 -2.01
H: 0.31 -1.51 -0.64
H: 0.50 -0.45 -2.00
H: -0.47 0.65 0.75
H: 2.39 0.58 -0.30
H: 1.04 1.60 2.13
H: 2.52 2.16 1.63
H: 2.41 0.69 2.26
H: -1.93 -1.71 0.47
H: -3.21 -0.99 -0.22

Values from the calculation:
SMILES: NCC/C=C/[NH3+]
HOMO-LUMO gap (eV): 9.2
Highest occupied orbital energy (eV): -12.92
Net charge: +1



Quick one: most stable of them? <ii>



<i>
Density functional theory data (ωB97M-V with the def2-TZVPD basis set) for a gas-phase ion, C4H11N2 (charge +1).

Geometry (Å):
C: 0.87 0.61 1.22
C: 0.33 -0.83 1.07
C: -0.94 -0.94 0.17
C: -1.21 -0.30 -2.11
N: -0.78 0.00 -0.94
N: 0.98 1.38 -0.03
H: 0.24 1.03 2.04
H: 1.89 0.62 1.60
H: 0.01 -1.15 2.08
H: 1.19 -1.42 0.79
H: -1.81 -0.65 0.76
H: -0.97 -1.92 -0.30
H: -0.98 -1.29 -2.55
H: -1.52 0.46 -2.81
H: 0.92 2.36 0.21
H: -0.11 0.85 -0.79
H: 1.89 1.18 -0.42

Values from the calculation:
SMILES: C=[NH+]CCCN
HOMO-LUMO gap (eV): 9.7
Highest occupied orbital energy (eV): -14.65
Net charge: +1



<ii>
Density functional theory data (ωB97M-V with the def2-TZVPD basis set) for a gas-phase ion, C4H11N2 (charge +1).

Geometry (Å):
C: -0.28 0.50 0.27
C: -2.72 0.15 0.16
C: 2.11 0.99 0.19
C: 1.27 -1.29 -0.50
N: -1.32 -0.33 0.09
N: 1.07 -0.02 0.11
H: -0.42 1.53 0.62
H: -2.69 1.15 0.57
H: -3.07 0.05 -0.79
H: -3.39 -0.39 0.84
H: 2.51 0.99 1.12
H: 1.56 1.96 -0.13
H: 2.83 0.73 -0.59
H: 1.22 -1.98 0.34
H: 2.17 -1.24 -1.12
H: 0.41 -1.45 -1.13
H: -1.28 -1.34 -0.07

Values from the calculation:
SMILES: CNC=[N+](C)C
HOMO-LUMO gap (eV): 10.1
Highest occupied orbital energy (eV): -14.06
Net charge: +1



<iii>
Density functional theory data (ωB97M-V with the def2-TZVPD basis set) for 2 unconnected molecules or ions with the total composition C4H11N2.

Geometry (Å):
C: 1.13 1.09 0.28
C: 1.54 -0.02 1.34
C: 0.24 0.00 0.52
C: -1.92 0.71 0.06
N: 0.40 -1.51 -1.58
N: -1.04 -0.17 0.71
H: 0.87 2.08 0.40
H: 1.69 1.04 -0.60
H: 2.32 -0.75 1.04
H: 1.44 0.17 2.42
H: -2.12 1.66 0.71
H: -1.54 1.17 -0.84
H: -2.92 0.13 -0.07
H: -0.53 -1.19 -1.85
H: 0.62 -2.43 -1.65
H: 1.17 -0.98 -1.98
H: -1.35 -1.01 1.09

Values from the calculation:
HOMO-LUMO gap (eV): 9.7
Highest occupied orbital energy (eV): -14.18
Net charge: +1



<iv>
Density functional theory data (ωB97M-V with the def2-TZVPD basis set) for 2 unconnected molecules or ions with the total composition C4H11N2.

Geometry (Å):
C: -0.34 -1.34 0.22
C: -1.03 -0.91 1.48
C: -0.35 0.22 0.48
C: -0.87 1.07 -0.69
N: 0.88 0.69 1.14
N: 1.52 0.37 -1.67
H: 0.71 -1.66 0.15
H: -1.10 -1.70 -0.48
H: -0.88 -1.53 2.34
H: -2.11 -0.65 1.54
H: -1.68 0.64 -1.25
H: -1.09 2.04 -0.16
H: 1.91 0.67 -2.55
H: 0.78 1.07 2.12
H: 1.58 0.98 0.46
H: 1.70 -0.65 -1.66
H: 0.38 0.70 -1.47

Values from the calculation:
HOMO-LUMO gap (eV): 6.0
Highest occupied orbital energy (eV): -14.00
Net charge: +1



Quick one: most stable of them? <ii>



<i>
Density functional theory data (ωB97M-V with the def2-TZVPD basis set) for 2 unconnected molecules or ions with the total composition C4H11N2.

Geometry (Å):
C: 0.53 -2.36 -0.47
C: 0.80 -0.85 -0.57
C: -0.41 -0.08 -0.23
C: -1.10 0.72 -1.06
N: -2.00 1.67 -0.88
N: 1.04 1.67 2.37
H: 1.37 -2.97 -0.77
H: -0.36 -2.53 -1.08
H: 0.18 -2.61 0.53
H: 1.66 -0.55 0.05
H: 1.19 -0.61 -1.56
H: -0.75 0.68 -2.10
H: -2.38 1.78 0.06
H: -2.68 1.87 -1.60
H: 0.61 1.28 1.55
H: 0.40 1.69 3.15
H: 1.90 1.21 2.60

Values from the calculation:
HOMO-LUMO gap (eV): 5.6
Highest occupied orbital energy (eV): -13.54
Net charge: +1



<ii>
Density functional theory data (ωB97M-V with the def2-TZVPD basis set) for a gas-phase ion, C4H11N2 (charge +1).

Geometry (Å):
C: 1.61 0.41 0.16
C: -1.14 -1.13 -0.76
C: -0.57 1.89 0.23
C: -0.84 -0.63 0.63
N: 2.08 -0.80 -0.07
N: 0.01 0.57 0.57
H: 2.18 1.26 0.36
H: -1.99 -1.72 -0.72
H: -1.16 -0.31 -1.45
H: -0.33 -1.72 -1.14
H: -0.49 2.49 1.09
H: -1.58 1.60 0.17
H: -0.14 2.34 -0.77
H: -0.38 -1.37 1.31
H: -1.73 -0.29 1.14
H: 2.98 -0.95 -0.39
H: 1.50 -1.66 -0.37

Values from the calculation:
SMILES: CC/[N+](C)=C\N
HOMO-LUMO gap (eV): 9.0
Highest occupied orbital energy (eV): -13.86
Net charge: +1



Quick one: most stable of them? <ii>